No. 1
Molecular formula: C5H10O2
Method: DFT, wB97M-V/def2-TZVPD

Properties
Calculated total energy in Ha: -346.8901
LUMO in eV: 1.1
SMILES: CO/C=C\CC=O.[H][H]
HOMO level in hartree: -0.31900
Energy above the lowest of the compared OMol25 structures with the same formula, charge and spin in kJ/mol: 355.3

Structure (XYZ):
```
17
C5H10O2 | the OMol25 dataset | wB97M-V/def2-TZVPD
C 2.262 -0.629 0.755
O 0.908 -0.912 0.465
C 0.453 -0.575 -0.760
C -0.854 -0.526 -1.023
C -1.886 -0.516 0.077
C -1.945 0.980 0.236
O -1.335 1.603 1.077
H 2.917 -0.892 -0.087
H 2.526 -1.238 1.621
H 2.391 0.432 0.998
H 0.929 1.567 -0.245
H 1.209 -0.385 -1.524
H -1.178 -0.284 -2.029
H -2.844 -0.943 -0.237
H -1.525 -0.990 0.993
H -2.475 1.503 -0.589
H 0.446 1.804 0.271
```



No. 2
Molecular formula: C5H10O2
Method: DFT, wB97M-V/def2-TZVPD

Properties
Calculated total energy in Ha: -346.9169
LUMO in eV: 0.9
SMILES: C/C=C/O.C=CO
HOMO level in hartree: -0.30957
Energy above the lowest of the compared OMol25 structures with the same formula, charge and spin in kJ/mol: 285.0

Structure (XYZ):
```
17
C5H10O2 | the OMol25 dataset | wB97M-V/def2-TZVPD
C 1.528 1.836 1.271
C 0.991 0.748 0.394
C 0.237 1.033 -0.664
O 0.081 0.173 -1.707
C -1.860 -1.064 0.163
C -0.952 -2.000 -0.073
O -0.819 -2.593 -1.293
H 1.583 1.573 2.331
H 0.934 2.751 1.166
H 2.547 2.075 0.939
H 1.358 -0.268 0.535
H -0.245 2.007 -0.765
H -0.772 0.322 -2.131
H -1.929 -0.594 1.135
H -2.484 -0.683 -0.642
H -0.265 -2.344 0.703
H 0.065 -2.972 -1.362
```



No. 3
Molecular formula: C5H10O2
Method: DFT, wB97M-V/def2-TZVPD

Properties
Calculated total energy in Ha: -346.8821
LUMO in eV: 0.9
SMILES: C1OC[C@H]2C[C@@H]12.O
HOMO level in hartree: -0.33579
Energy above the lowest of the compared OMol25 structures with the same formula, charge and spin in kJ/mol: 376.4

Structure (XYZ):
```
17
C5H10O2 | the OMol25 dataset | wB97M-V/def2-TZVPD
O 2.253 1.466 0.350
C 1.150 -0.596 0.037
C -0.127 -1.106 0.475
C -0.140 0.365 0.754
C -1.167 0.957 -0.227
O -1.281 -0.024 -1.239
C -1.154 -1.286 -0.601
H 2.239 1.747 -0.571
H 1.329 -0.451 -1.038
H 2.084 -0.888 0.538
H -0.100 -1.740 1.348
H -0.298 0.657 1.807
H 1.299 1.269 0.562
H -0.916 1.910 -0.713
H -2.148 1.109 0.273
H -0.851 -2.005 -1.362
H -2.088 -1.590 -0.118
```



No. 4
Molecular formula: C5H10O2
Method: DFT, wB97M-V/def2-TZVPD

Properties
Calculated total energy in Ha: -346.9677
LUMO in eV: 0.9
SMILES: OC[C@H]1CCOC1
HOMO level in hartree: -0.36152
Energy above the lowest of the compared OMol25 structures with the same formula, charge and spin in kJ/mol: 151.6

Structure (XYZ):
```
17
C5H10O2 | the OMol25 dataset | wB97M-V/def2-TZVPD
O 2.504 0.285 0.413
C 1.564 -0.566 -0.217
C 0.187 -0.584 0.465
C -0.336 0.840 0.744
C -1.463 1.032 -0.288
O -1.307 -0.009 -1.238
C -0.883 -1.133 -0.492
H 2.402 1.169 0.046
H 1.431 -0.294 -1.275
H 2.003 -1.568 -0.181
H 0.245 -1.175 1.385
H -0.700 0.946 1.770
H 0.464 1.576 0.623
H -1.421 1.983 -0.826
H -2.445 0.951 0.205
H -0.514 -1.885 -1.199
H -1.731 -1.567 0.064
```



No. 5
Molecular formula: C5H10O2
Method: DFT, wB97M-V/def2-TZVPD

Properties
Calculated total energy in Ha: -346.9464
LUMO in eV: 0.9
SMILES: C[C@@]1(CCO)CO1
HOMO level in hartree: -0.36679
Energy above the lowest of the compared OMol25 structures with the same formula, charge and spin in kJ/mol: 207.5

Structure (XYZ):
```
17
C5H10O2 | the OMol25 dataset | wB97M-V/def2-TZVPD
C -0.030 0.812 1.711
C 0.436 0.116 0.454
C -0.127 0.589 -0.887
C -1.354 -0.187 -1.379
O -1.092 -1.548 -1.614
C 1.728 -0.581 0.458
O 0.518 -1.312 0.614
H -0.091 1.892 1.553
H -1.017 0.445 2.010
H 0.660 0.620 2.539
H 0.649 0.507 -1.656
H -0.392 1.651 -0.803
H -1.667 0.231 -2.344
H -2.196 -0.045 -0.680
H -0.631 -1.884 -0.830
H 2.366 -0.559 1.343
H 2.240 -0.747 -0.488
```



No. 6
Molecular formula: C5H10O2
Method: DFT, wB97M-V/def2-TZVPD

Properties
Calculated total energy in Ha: -346.8779
LUMO in eV: 0.7
HOMO level in hartree: -0.33789
Energy above the lowest of the compared OMol25 structures with the same formula, charge and spin in kJ/mol: 387.4

Structure (XYZ):
```
17
C5H10O2 | the OMol25 dataset | wB97M-V/def2-TZVPD
C -2.440 -0.333 -0.103
C -1.191 0.329 -0.654
C 0.160 -0.374 0.087
O 0.821 -1.460 -0.543
C 1.019 0.820 -0.021
C 2.719 0.220 0.736
O 2.469 -0.555 1.621
H -3.343 -0.017 -0.633
H -2.333 -1.413 -0.204
H -2.585 -0.091 0.958
H -1.117 0.206 -1.744
H -1.348 1.438 -0.537
H -0.133 -0.691 1.106
H 1.766 -1.332 -0.318
H 0.599 1.622 0.599
H 1.106 1.099 -1.077
H 3.830 0.534 0.728
```



No. 7
Molecular formula: C5H10O2
Method: DFT, wB97M-V/def2-TZVPD

Properties
Calculated total energy in Ha: -346.8790
LUMO in eV: 1.0
SMILES: OC[C@H]1CCCO1
HOMO level in hartree: -0.35212
Energy above the lowest of the compared OMol25 structures with the same formula, charge and spin in kJ/mol: 384.4

Structure (XYZ):
```
17
C5H10O2 | the OMol25 dataset | wB97M-V/def2-TZVPD
O -0.625 0.419 -2.750
C -1.051 -0.349 -1.647
C -0.295 0.033 -0.403
C -0.584 -0.554 0.979
C 0.186 0.601 1.656
C 1.644 0.213 0.622
O 1.096 -0.086 -0.630
H 0.343 0.399 -2.740
H -0.957 -1.429 -1.851
H -2.110 -0.130 -1.486
H -0.343 1.108 -0.074
H -0.131 -1.527 1.198
H -1.665 -0.632 1.153
H 0.597 0.532 2.648
H -0.595 1.411 1.745
H 1.864 -0.703 1.181
H 2.626 0.696 0.399
```



No. 8
Molecular formula: C5H10O2
Method: DFT, wB97M-V/def2-TZVPD

Properties
Calculated total energy in Ha: -346.8678
LUMO in eV: 0.5
HOMO level in hartree: -0.32531
Energy above the lowest of the compared OMol25 structures with the same formula, charge and spin in kJ/mol: 413.9

Structure (XYZ):
```
17
C5H10O2 | the OMol25 dataset | wB97M-V/def2-TZVPD
C 2.621 -0.789 -0.319
C 1.269 -0.549 0.315
O 0.326 -0.176 -0.728
C -0.773 -0.851 -0.777
C -1.744 1.378 1.498
C -1.654 -0.359 -1.865
O -2.503 0.497 -1.719
H 2.967 0.103 -0.848
H 3.352 -1.036 0.457
H 2.576 -1.623 -1.027
H 0.861 -1.433 0.812
H 1.286 0.295 1.010
H -1.664 0.297 1.645
H -2.718 1.714 1.858
H -0.957 1.890 2.059
H -1.664 1.600 0.433
H -1.579 -0.959 -2.801
```